Entry from the Open Molecules 2025 dataset: a cluster of 5 separate species, C51H80FNO2 in total (ωB97M-V/def2-TZVPD).

Properties
F_max	0.79	eV/A
charge	0
spin multiplicity	1
molecular weight	758.20	g mol⁻¹
orbital gap	9.3	eV
SMILES string	CCCCCCCCCCCCCCCCCC[C@H](O[C@H](NCC)[C@H](C)OC)[C@H](C)F.c1ccccc1.c1ccccc1.c1ccccc1.c1ccccc1

Structure (XYZ):
```
135
Properties=species:S:1:pos:R:3:mulliken_charge:R:1
F -1.03278 -6.31267 -0.69789 -0.490
O -0.98529 -6.43176 -4.98653 -0.542
O -1.16565 -4.80364 -2.82970 -0.398
N -0.47212 -3.52758 -4.69472 -0.219
C -2.39384 -1.44106 5.06804 -0.410
C -0.05044 -2.16715 -4.34407 -0.050
C 1.08690 -5.23830 -0.71464 -1.067
C -3.83122 0.32698 5.83235 -0.429
C -3.67443 9.34755 4.88096 -0.368
C 1.43228 -1.94151 -4.57741 -0.978
C -2.82588 -3.39875 0.23637 -0.928
C -0.25616 5.02401 -2.71789 -0.310
C 0.91001 6.95312 -1.09932 -0.391
C -2.98714 11.63709 4.62611 -0.374
C -3.41617 7.11276 7.77886 -0.454
C -5.10799 11.12416 5.63501 -0.426
C -1.71023 0.85150 4.82898 -0.548
C 5.03342 -6.53895 -1.85078 -0.460
C -4.68043 6.56556 7.94977 -0.379
C -0.09266 0.45881 -0.47422 -0.728
C -0.11500 -4.55690 -3.74991 0.083
C 3.38367 0.64114 -1.51370 -0.314
C -1.57328 -7.46126 -4.22067 -0.546
C -3.74429 4.35700 7.80209 -0.297
C 1.58178 6.49176 -2.22290 -0.485
C -2.73815 10.28154 4.46014 -0.405
C 3.86166 -7.53785 -1.85288 -0.916
C -2.47956 4.90337 7.63380 -0.469
C -4.17263 12.05848 5.21166 -0.359
C -3.57909 -1.02705 5.65940 -0.429
C -1.06007 -4.12206 -1.57795 2.699
C -0.58147 -0.97890 -0.70458 0.590
C 5.18422 -0.88754 -2.47086 -1.148
C -0.85842 -1.75346 0.60432 -0.906
C 5.68028 -3.33164 -1.85672 -0.842
C -4.85817 9.76894 5.47049 -0.336
C -0.92862 5.48590 -1.59503 -0.363
C -2.46976 -3.61003 -1.23642 -1.600
C 4.06741 0.12215 -2.77702 0.095
C 0.19788 -5.88761 -4.44162 0.769
C -0.13376 1.29860 -1.76568 -0.949
C 2.40956 1.79165 -1.76902 -1.152
C 4.64719 -2.31389 -2.38917 0.629
C 4.91659 -5.49214 -2.95906 0.112
C -2.89788 1.26608 5.41547 -0.342
C -0.34582 6.45169 -0.78644 -0.449
C 1.16911 1.31173 -2.55703 1.283
C 6.01258 -4.42142 -2.88406 -1.103
C -4.84523 5.18736 7.95945 -0.462
C -2.31596 6.28165 7.62003 -0.432
C -0.43037 -5.06808 -0.55042 0.334
C -2.34248 -2.06783 0.83516 -0.319
C 0.99816 5.52754 -3.03278 -0.294
C -1.45900 -0.50193 4.65449 -0.251
C 1.23182 -5.73122 -5.54656 -1.585
H -1.46420 -3.55904 -4.87336 0.390
H -0.59792 -1.49030 -5.00039 0.629
H 3.22974 -7.38504 -2.72738 0.058
H -0.52601 -1.10554 1.42118 0.462
H 5.65199 -0.61657 -1.52267 0.462
H 5.96058 -7.08798 -2.02037 0.396
H -1.47671 -0.95398 -1.32468 0.433
H 0.74750 -5.39839 -6.46016 0.339
H -3.91773 -3.38401 0.29721 0.452
H -2.60506 -2.65746 -1.75252 0.239
H 1.03042 1.98049 -3.41148 0.424
H -0.32935 -1.91616 -3.31128 -0.210
H -3.87083 3.28153 7.81112 0.474
H 5.31886 -3.79475 -0.93797 0.319
H 1.36582 7.70390 -0.46686 0.369
H -2.94657 -1.23817 0.46607 0.344
H -4.75680 0.65076 6.29120 0.380
H -5.58568 9.03880 5.80199 0.393
H 2.80102 -0.17598 -1.07441 -0.106
H -0.40515 -3.26825 -1.74785 -1.273
H -0.70821 4.26686 -3.34634 0.392
H 1.72641 -0.94836 -4.23853 0.417
H 2.56035 6.88424 -2.46750 0.380
H 1.36490 0.32555 -2.98055 -1.311
H 5.12032 -6.03806 -0.88627 0.251
H 1.64731 -2.04191 -5.64043 0.382
H -1.33071 6.70895 7.48438 0.386
H 5.94489 -0.83358 -3.25106 0.253
H -1.81360 9.95286 4.00312 0.372
H 2.06676 2.18541 -0.80958 0.473
H -1.62157 4.25386 7.51398 0.382
H -3.48151 8.28992 4.75334 0.420
H 1.29664 -6.14330 -1.27671 0.202
H 1.52159 5.16742 -3.90940 0.399
H 6.09450 -3.94038 -3.86046 0.449
H -0.24854 -2.65290 0.67794 0.394
H -2.51681 -2.13324 1.91201 0.023
H -2.08652 -7.05899 -3.34599 0.127
H -0.98077 1.58380 4.50721 0.384
H 4.36973 -2.62170 -3.40182 0.140
H -0.45185 2.31326 -1.52017 0.043
H 0.21313 -1.49314 -1.25283 -0.938
H 2.90612 2.61372 -2.28420 0.434
H -0.87092 6.81405 0.08793 0.394
H -2.19808 -2.49661 4.92791 0.395
H 6.95590 -4.91055 -2.64004 0.418
H -5.83146 4.76043 8.08877 0.370
H 1.97245 -4.97554 -5.27588 0.245
H -0.53404 -0.82603 4.19422 0.386
H -3.17563 -4.30017 -1.69693 0.551
H -2.25632 12.36559 4.29945 0.359
H 0.79419 -4.23188 -3.23813 -0.336
H -4.36813 13.11546 5.33797 0.360
H 2.05834 -2.66409 -4.05202 -0.355
H 1.76583 -6.66368 -5.71838 0.367
H -4.30696 -1.75932 5.98399 0.371
H 3.72916 -2.33920 -1.79942 -0.258
H 4.22986 -8.56121 -1.90811 0.404
H -3.28944 8.18767 7.76560 0.488
H -0.62565 -4.74428 0.46655 0.607
H -2.28156 -7.98454 -4.85915 0.308
H 3.92719 -5.02700 -2.94829 -0.298
H 6.59574 -2.78996 -1.61135 0.506
H 1.56208 -5.28774 0.26420 0.558
H 0.61427 -6.56952 -3.69064 0.267
H -3.09640 2.32258 5.54661 0.483
H 4.47348 0.97030 -3.33465 0.377
H -0.69854 0.92722 0.30250 0.434
H -0.90552 0.89951 -2.43038 0.480
H -1.90677 5.09229 -1.34965 0.389
H 0.93601 0.37810 -0.12637 0.470
H -0.82625 -8.18291 -3.87643 0.268
H 4.13616 0.91686 -0.77181 0.499
H -2.51909 -4.23398 0.86343 0.344
H 3.33342 -0.35338 -3.43059 -0.257
H 4.99928 -6.01918 -3.91430 0.390
H -6.03180 11.45292 6.09338 0.365
H 3.24308 -7.46157 -0.96155 0.248
H 1.52450 -4.37520 -1.21660 -0.311
H -5.53797 7.21448 8.07527 0.398
```